(1)
An isolated ion of composition C5H6N and charge +1 in a non-equilibrium geometry, computed with the ωB97M-V functional and the def2-TZVPD basis.

## Properties
total charge = +1
ΔE to the lowest compared entry with this formula, charge and spin = 135.2 kcal per mole
max |F| = 0.04176 Eh/bohr

Cartesian coordinates (Å):
C 1.72620 -0.89257 -0.00303
C 0.33316 -1.07880 0.02180
C 1.07490 1.41776 0.02521
C 1.90408 0.47681 0.07002
C -1.67359 0.27559 0.00359
N -0.34649 -0.00657 -0.30659
H 2.49464 -1.63415 -0.09726
H -0.16304 -2.02871 0.18720
H 0.81826 2.44484 -0.06580
H -1.92999 1.26801 -0.37102
H -2.33181 -0.42637 -0.53367
H -1.90631 0.18416 1.06955

Forces on the atoms, in the same order (eV/Å):
C 0.6236 0.5599 0.3567
C -1.0911 0.0019 -0.5796
C -0.5248 -0.4594 -0.5372
C 1.0184 -0.4639 0.1025
C -1.9781 0.1834 0.0681
N 2.1087 0.0875 0.3954
H 0.0598 -0.2725 -0.0868
H -0.0881 0.0101 0.0621
H -0.3775 0.3683 0.1176
H -0.0168 -0.1019 0.1364
H 0.1465 0.0117 0.0598
H 0.1194 0.0749 -0.0948

Quick look at the Mulliken charges, all values in e: C -0.32; C 0.00; C -0.04; C -0.06; C -0.79; N -0.13; H 0.43; H 0.43; H 0.44; H 0.32; H 0.37; H 0.34

(2)
An isolated ion of composition C5H6N and charge +1 in a non-equilibrium geometry, computed with the ωB97M-V functional and the def2-TZVPD basis.

## Properties
total charge = +1
ΔE to the lowest compared entry with this formula, charge and spin = 123.7 kcal per mole
max |F| = 0.09522 Eh/bohr

Cartesian coordinates (Å):
C -2.18216 0.26064 0.58993
C -1.12211 -0.67301 -0.07197
C 1.02950 0.94505 -0.18751
C 1.58979 -0.46821 -0.27188
C 0.17649 -0.15243 -0.01916
N -2.28184 0.20100 -0.63449
H -2.50838 0.68384 1.56111
H -1.10595 -1.78409 0.02228
H 1.32190 1.41256 0.64207
H 0.98160 1.54330 -1.12325
H 1.88564 -1.22270 -1.14493
H 2.21552 -0.74595 0.63778

Forces on the atoms, in the same order (eV/Å):
C -0.1409 0.1051 -0.8027
C 2.1136 -0.6917 1.1433
C -0.0807 -0.0986 -4.8945
C 0.7928 -2.9773 1.0365
C -0.8710 -1.5487 -1.0565
N -0.0797 0.0522 1.3381
H 0.1800 -0.5036 -0.7925
H -1.0655 1.0137 -0.4063
H 1.3266 2.0847 3.1661
H -0.3818 -0.1153 0.8814
H -0.9288 2.2485 1.5222
H -0.8645 0.4309 -1.1349

Quick look at the Mulliken charges, all values in e: C -0.02; C 0.08; C -0.36; C -0.55; C 0.28; N -0.25; H 0.34; H 0.39; H 0.29; H 0.26; H 0.30; H 0.25

(3)
An isolated ion of composition C5H6N and charge +1 in a non-equilibrium geometry, computed with the ωB97M-V functional and the def2-TZVPD basis.

## Properties
total charge = +1
ΔE to the lowest compared entry with this formula, charge and spin = 168.7 kcal per mole
max |F| = 0.06641 Eh/bohr

Cartesian coordinates (Å):
C 0.28886 -0.65205 1.61417
C -0.04552 0.66272 0.96925
C 0.36046 -1.14761 -0.09659
C 1.13025 -1.64931 1.05209
C -0.05084 0.31598 -0.28827
N -0.25500 0.98031 -1.57083
H -0.29464 -1.09706 2.56903
H -0.12982 1.51608 1.54589
H -0.12639 -2.05508 -0.45519
H -1.14116 0.46359 -2.05541
H 0.61955 0.75431 -2.12916
H -0.35574 1.90812 -1.15500

Forces on the atoms, in the same order (eV/Å):
C -0.5931 -1.6669 1.6431
C 0.0697 -0.3895 0.2880
C 0.2472 -1.1576 1.0228
C -0.3082 1.2959 -0.8492
C 0.3481 -2.8718 0.4986
N -0.7340 -2.9840 0.1301
H 0.9815 1.3934 -2.3208
H -0.4270 1.8336 0.7195
H -0.3726 0.4562 -0.8060
H 2.3224 2.2353 1.1285
H -1.1811 1.0541 0.2672
H -0.3530 0.8012 -1.7217

Quick look at the Mulliken charges, all values in e: C 0.08; C -0.30; C -0.29; C -0.65; C -0.09; N -0.19; H 0.33; H 0.48; H 0.36; H 0.48; H 0.43; H 0.36

(4)
A 2-piece molecular cluster, C5H6N overall in a non-equilibrium geometry, computed with the ωB97M-V functional and the def2-TZVPD basis.

## Properties
total charge = +1
ΔE to the lowest compared entry with this formula, charge and spin = 188.4 kcal per mole
max |F| = 0.08668 Eh/bohr

Cartesian coordinates (Å):
C 3.08803 -0.76543 0.20148
C 2.24028 0.12605 0.00860
C -1.77487 -0.05855 -0.69110
C 1.18471 0.86282 -0.27411
C -1.12755 0.55001 0.54663
N -1.51647 -0.66510 0.54389
H -2.83425 0.29068 -0.85883
H -1.19114 -0.39016 -1.52673
H 1.32801 1.84839 -0.61367
H -0.82831 1.38380 1.19315
H -2.07908 -1.44464 1.07191
H 3.51065 -1.73787 0.39878

Forces on the atoms, in the same order (eV/Å):
C -0.7643 0.4086 -0.2459
C 0.8721 -1.6445 0.2611
C -1.6347 2.2135 -0.5507
C -0.9824 -0.5555 0.9616
C 1.0656 -0.3914 -1.1884
N -1.8989 -2.8594 2.8434
H 1.2735 -0.5353 -0.1174
H 0.2608 0.1245 -0.3144
H 0.2585 1.3061 -0.6694
H -0.5977 -0.5948 -0.2490
H 1.9920 2.0890 -0.7525
H 0.1554 0.4393 0.0216

Quick look at the Mulliken charges, all values in e: C -0.04; C 0.04; C -0.32; C -0.50; C 0.03; N -0.18; H 0.26; H 0.28; H 0.31; H 0.41; H 0.36; H 0.36